Run 1
22
Properties=species:S:1:pos:R:3 method="wB97M-V/def2-TZVPD" smiles=C[NH2+][C@H](C)[C@@H](C)P molar_mass_g_mol=120.2 orbital_gap_ev=10.36 charge=+1 lumo_ha=-0.120
C -2.50010 -0.26862 -0.01480
N -1.26022 -0.08455 -0.76086
C -0.05288 -0.74153 -0.33743
C -0.23002 -1.19187 1.05861
C 1.23818 0.10957 -0.55421
C 1.03120 1.59707 0.05624
P 2.86463 -0.61044 -0.04954
H -2.92785 -1.16479 0.14442
H -2.15940 0.23017 0.98072
H -3.18622 0.35739 -0.47694
H -1.39386 -0.20496 -1.75811
H -0.88573 0.87483 -0.84232
H 0.13346 -1.66103 -0.93557
H -0.23657 -0.35381 1.70582
H 0.52982 -1.87443 1.40485
H -1.21276 -1.68872 1.04874
H 1.30649 0.22194 -1.56247
H 1.97334 2.08225 -0.04635
H 0.63873 1.49718 1.09113
H 0.30906 2.21535 -0.49076
H 2.60233 0.18351 1.02906
H 3.41833 0.47552 -0.69022

=====

Run 2
22
Properties=species:S:1:pos:R:3 method="wB97M-V/def2-TZVPD" smiles=CC(C)[C@](C)([NH3+])P molar_mass_g_mol=120.2 orbital_gap_ev=11.08 charge=+1 lumo_ha=-0.125
C 0.65488 0.60036 1.87207
C -0.41346 0.49235 0.81850
C -1.71774 -0.38044 1.18740
C 0.15494 -0.11648 -0.59425
C 1.18710 -1.29079 -0.36873
N 0.81079 0.97285 -1.43366
P -1.30200 -0.73692 -1.54179
H 1.55571 0.00391 1.67376
H 0.17398 0.07756 2.71146
H 0.81844 1.57779 2.27284
H -0.78704 1.52055 0.60038
H -1.51327 -1.48827 1.14946
H -2.58904 -0.08692 0.50264
H -2.02892 0.05998 2.25083
H 1.26922 -1.51087 0.66397
H 2.16225 -1.14154 -0.87350
H 0.82782 -2.16342 -0.91590
H 1.44749 1.57430 -0.96062
H 1.25856 0.54614 -2.24251
H 0.15677 1.52415 -1.91015
H -0.55553 -0.63098 -2.76705
H -1.57095 0.59672 -2.09515

=====

Among the structures above, stability is greatest for run 2.